(1)
A cluster of 2 separate species, C3H5ClN2O3 in total in a non-equilibrium geometry. Source: the OMol25 dataset; level of theory: ωB97M-V/def2-TZVPD.

Structure (XYZ):
```
14
Properties=species:S:1:pos:R:3:lowdin_charge:R:1
O -2.6272 1.5507 -0.1495 0.017
H 0.9695 0.1148 0.7459 0.016
H -0.0073 -0.1230 2.1188 0.068
N -1.4828 -1.0207 -0.5610 -0.033
O -2.1111 1.0874 1.8709 0.077
C -0.2312 1.3795 -1.4340 -0.354
H -1.2966 1.6669 -1.4452 0.035
O -2.5278 -0.9281 -1.1789 0.006
N -1.8960 0.9377 0.6621 -0.333
H 0.4591 -1.5107 1.1627 0.122
C 0.1621 -0.4186 1.1191 -0.021
H 0.1656 0.6801 -2.1732 0.059
C -1.0216 -0.1070 0.2750 -0.353
Cl 0.9164 2.3978 -0.6880 0.693
```

The calculation puts the energy above the lowest of the compared OMol25 structures with the same formula, charge and spin at 157.9 kcal per mole. Its total energy is -912.43757 Eh. The lowest unoccupied orbital energy (alpha / beta) comes out at -2.20 / -2.39 eV. As for the gap between HOMO and LUMO (alpha / beta): 6.83 / 6.60 eV.

(2)
The ion C3H5ClNO2 with charge -1 in a non-equilibrium geometry. Source: the OMol25 dataset; level of theory: ωB97M-V/def2-TZVPD.

Structure (XYZ):
```
12
Properties=species:S:1:pos:R:3:lowdin_charge:R:1
H -1.7196 -0.4462 -1.1457 0.082
Cl 1.2671 -1.5471 -0.9656 0.490
C -0.9656 0.3564 -1.0991 -0.069
H -0.4886 0.9825 -1.8795 0.088
N 1.4174 0.6417 0.2149 -0.072
C 0.3809 -0.2457 -0.1240 -0.785
C -1.6069 1.3981 -0.0499 -0.767
O -0.9069 2.4013 0.0946 -0.086
H 1.1291 1.4124 -0.4216 0.073
O -2.5501 0.9379 0.6724 -0.121
H -0.0939 -0.5691 0.8647 0.116
H 1.2871 0.9932 1.1269 0.052
```

The calculation puts the energy above the lowest of the compared OMol25 structures with the same formula, charge and spin at 6.7 kcal per mole. Its total energy is -782.77389 Eh. Its net charge is -1. The lowest unoccupied orbital energy comes out at 3.59 eV. As for the gap between HOMO and LUMO: 7.95 eV.

(3)
An isolated molecule of C3H5ClO2 in a non-equilibrium geometry. Source: the OMol25 dataset; level of theory: ωB97M-V/def2-TZVPD.

Structure (XYZ):
```
11
Properties=species:S:1:pos:R:3:lowdin_charge:R:1
H 0.8729 1.9590 0.3931 0.065
O -0.9319 1.3327 0.6745 0.095
C -1.1291 -1.0695 0.0610 -0.004
Cl 2.4580 -0.6124 0.3933 0.582
H -1.9416 -0.8499 -0.7223 0.134
C 1.0240 0.3414 -0.2454 -0.686
O 1.4900 1.6386 -0.2660 -0.091
H 0.7596 0.1724 -1.3533 0.144
H -0.4347 -1.7105 -0.2240 0.010
H -1.6488 -1.4742 1.0320 0.143
C -0.5183 0.2723 0.2572 -0.392
```

The calculation puts the energy above the lowest of the compared OMol25 structures with the same formula, charge and spin at 42.8 kcal per mole. Its total energy is -727.92966 Eh. The lowest unoccupied orbital energy comes out at 0.28 eV. As for the gap between HOMO and LUMO: 10.51 eV.